one:
8
Properties=species:S:1:pos:R:3 method="wB97M-V/def2-TZVPD" smiles=C#C.N homo_energy_ev=-9.95 total_charge=0 orbital_gap_ev=11.089 lumo_energy_ha=0.042
N 1.65 -0.70 0.02
C -1.27 1.22 0.33
C -1.60 0.61 -0.67
H 1.30 -1.35 -0.68
H -1.08 1.62 1.35
H 0.94 -0.11 0.38
H 1.89 -1.32 0.82
H -1.84 0.02 -1.56


two:
8
Properties=species:S:1:pos:R:3 method="wB97M-V/def2-TZVPD" smiles="[H]/N=C/C" homo_energy_ev=-9.26 total_charge=0 orbital_gap_ev=10.542 lumo_energy_ha=0.047
N -1.38 0.55 0.52
C 0.93 0.09 -0.54
C -0.54 -0.34 0.34
H 1.56 -0.66 -0.34
H 1.36 1.07 -0.17
H 0.71 0.31 -1.64
H -2.27 0.46 1.14
H -0.37 -1.47 0.69


The winner here is two, beating the second structure by 0.0143 hartree.


one:
56
Properties=species:S:1:pos:R:3 method="wB97M-V/def2-TZVPD" homo_energy_ev=-8.71 total_charge=0 orbital_gap_ev=8.915 lumo_energy_ha=0.008
O -0.62 1.00 0.86
O 0.15 -0.32 3.88
O 1.48 -1.07 -2.31
O 2.97 0.91 1.62
O -0.45 2.06 -3.08
O 2.07 -2.44 1.45
O 2.30 1.67 4.47
O 1.75 -3.68 -1.35
O 1.77 2.70 -1.86
O 2.04 3.22 0.62
O -0.51 2.95 3.87
O 1.25 0.65 -4.66
O -0.26 3.82 1.24
N -0.93 -2.35 1.18
N -2.54 -0.12 -2.20
C -2.03 -3.60 -0.65
C -2.09 -3.26 0.84
C -2.42 -2.40 -1.53
C -3.56 0.22 -2.93
C -2.51 -1.09 -1.27
H 0.84 1.49 -4.59
H -2.46 -0.59 -0.19
H 1.83 -0.33 -1.71
H -0.22 -2.55 0.51
H -1.34 1.56 -3.27
H -2.68 -2.69 -2.55
H 1.13 3.42 -1.90
H 1.93 4.09 0.79
H 1.48 -3.02 1.98
H 3.09 1.30 0.86
H 3.11 1.28 4.11
H -0.62 3.53 2.02
H 1.15 -0.52 -2.99
H -0.41 2.01 0.92
H -0.40 4.72 1.00
H 2.47 -3.02 0.80
H 0.01 1.65 -2.43
H -1.08 -1.41 1.35
H 0.80 0.20 -5.34
H -3.60 1.10 -3.64
H -2.75 -4.37 -0.88
H -1.08 -3.98 -1.01
H 1.47 1.22 4.00
H -1.88 -4.27 1.30
H 0.49 2.96 3.74
H 2.74 -3.46 -1.62
H -4.59 -0.20 -2.78
H -3.04 -2.78 0.93
H 2.08 2.35 -1.02
H 1.51 2.72 1.26
H -0.89 0.74 -0.01
H 1.45 -2.78 -1.53
H 0.00 -0.52 4.81
H -0.34 -0.83 3.27
H 2.55 0.05 1.42
H -0.65 2.07 4.16


two:
56
Properties=species:S:1:pos:R:3 method="wB97M-V/def2-TZVPD" homo_energy_ev=-9.68 total_charge=0 orbital_gap_ev=9.704 lumo_energy_ha=0.001
O 1.16 -1.36 -4.35
O -3.26 0.25 1.50
O -0.10 1.16 -3.50
O -0.04 -1.81 3.91
O -1.33 1.82 -1.11
O -3.63 -2.92 -3.02
O 1.85 -4.51 -0.49
O -1.92 3.63 -3.36
O 2.11 -0.43 -1.86
O -1.85 -2.79 1.57
O -2.76 -0.25 -2.21
O 1.07 -0.34 1.13
O -4.12 1.93 -0.77
N 2.93 0.36 2.20
N -0.65 1.31 2.47
C 1.58 0.32 2.04
C 3.68 -0.54 1.30
C 0.69 1.09 2.98
C 3.66 1.50 2.73
C 3.76 2.59 1.67
H -2.59 -0.80 -1.44
H -0.56 1.62 1.50
H 3.11 1.94 3.56
H 0.23 -2.29 4.69
H -1.14 0.43 2.43
H 4.59 -0.04 1.02
H 1.39 -4.94 -1.22
H 4.33 2.27 0.80
H -3.05 0.49 2.42
H -0.33 -2.51 3.31
H -4.34 2.54 -0.05
H 3.58 -1.54 1.70
H -4.11 0.69 1.38
H -1.09 1.23 -0.39
H 4.31 3.47 2.04
H 2.78 3.03 1.58
H -0.88 1.54 -1.93
H 0.81 0.86 -3.36
H -2.32 -2.50 2.36
H -3.36 0.41 -1.82
H -2.73 -3.26 -3.07
H -2.02 -2.10 0.92
H 1.12 2.04 3.30
H -3.55 -2.11 -2.49
H -1.38 2.84 -3.19
H 3.01 -0.66 0.46
H -0.55 0.41 -3.90
H 0.61 0.49 3.87
H 3.04 -0.36 -2.05
H 1.47 -1.37 -3.42
H 4.61 1.12 3.12
H 1.19 -4.40 0.20
H 1.84 -0.45 -0.93
H -3.25 2.27 -1.05
H -1.60 4.12 -2.59
H 1.88 -0.88 -4.78


The winner here is two, beating the second structure by 0.1419 hartree.